Formula: C55H50FN4O3P2ReS
Source: OMol25
Level of theory: ωB97M-V/def2-TZVPD

XYZ file:
```
117
Properties=species:S:1:pos:R:3:forces:R:3
Re -0.5806 0.0912 -0.0406 -0.2 0.2 -0.6
O 2.0141 -1.3567 -1.0141 0.5 -0.6 -0.2
S 1.8466 -0.1766 -0.1614 -1.2 0.4 0.1
C 2.7342 -0.3310 1.3465 1.1 -0.3 -0.4
C 3.9984 -0.8580 1.0894 0.2 0.2 0.5
C 5.0772 -0.7264 2.0079 -0.6 -0.6 -0.9
C 4.9094 -0.0355 3.1714 -1.7 0.1 -1.4
C 5.8194 0.3096 4.2636 1.1 -0.6 0.2
C 5.0053 1.1493 5.2323 -0.2 1.0 -0.3
C 3.6276 1.1496 4.6436 -1.3 0.4 0.8
C 2.4437 1.7096 5.0794 0.0 0.0 -0.4
C 1.2779 1.5031 4.3166 0.0 -0.2 -0.1
C 1.2424 0.8210 3.0974 -0.2 0.0 0.3
P -0.3515 0.2715 2.4005 0.2 0.6 0.6
C -1.6642 1.2759 3.1486 0.5 1.1 -0.1
C -1.6730 2.6627 2.8878 -1.4 -0.4 1.1
C -2.6235 3.4716 3.5533 0.9 -0.8 -1.2
C -3.5407 2.9271 4.4118 -0.2 -0.4 1.3
C -3.4168 1.5906 4.7930 -0.1 -0.2 -0.9
C -2.5182 0.7615 4.1205 -0.2 0.7 0.6
C -0.6625 -1.3750 3.0026 -0.3 -1.1 0.9
C 0.1640 -2.0185 3.9444 -1.4 -0.3 -0.9
C -0.1947 -3.2337 4.5049 -1.0 0.5 -1.0
C -1.3980 -3.8482 4.1549 0.0 0.0 0.2
C -2.2628 -3.2032 3.2706 0.1 0.3 -0.4
C -1.8932 -1.9810 2.6830 -0.4 -0.3 0.0
C 2.4712 0.3287 2.5847 0.0 0.1 0.1
C 3.5961 0.4753 3.4270 0.9 -0.5 -0.4
C 2.5050 1.2498 -0.9469 0.7 -0.4 -0.1
C 3.5302 1.9206 -0.3240 -0.7 0.9 -1.5
C 4.2007 3.0045 -0.9520 0.4 -0.8 1.7
C 3.9799 3.2325 -2.2527 -1.2 1.1 -1.6
C 4.5215 4.2789 -3.2439 1.0 -1.9 1.1
C 3.8225 3.9864 -4.5576 0.5 0.1 -1.2
C 2.9189 2.8225 -4.3089 0.0 -0.8 1.3
C 2.1518 2.0044 -5.0874 0.2 0.2 -1.2
C 1.2801 1.0844 -4.4812 0.0 0.4 -1.2
C 1.2288 0.8714 -3.1345 -1.0 -0.8 0.0
P -0.3114 0.0679 -2.5810 0.0 0.3 0.0
C -1.5645 1.1259 -3.4114 0.3 0.2 0.5
C -2.1014 0.7802 -4.6365 -0.5 -0.5 -0.8
C -2.8098 1.7404 -5.3932 0.5 -1.1 0.9
C -2.9598 3.0095 -4.9171 0.2 0.7 0.6
C -2.4119 3.3764 -3.6667 -0.4 -1.6 -1.1
C -1.7399 2.4372 -2.9126 0.4 -0.1 0.0
C -0.4350 -1.5830 -3.2837 0.2 -0.1 -0.4
C 0.7024 -2.1897 -3.8266 -0.1 -0.4 0.2
C 0.6202 -3.4881 -4.3545 -0.5 1.2 0.2
C -0.6350 -4.1071 -4.4123 1.2 -0.9 -0.9
C -1.7681 -3.4805 -3.9334 -0.1 -0.2 0.2
C -1.6745 -2.2290 -3.3457 0.0 0.1 0.1
C 2.1872 1.4860 -2.3314 0.4 0.5 1.3
C 2.9746 2.4742 -2.9234 0.6 0.5 -0.6
H 4.1789 -1.3494 0.1249 0.0 0.2 0.4
H 5.9864 -1.1960 1.7103 0.7 -0.1 0.1
H 6.7302 0.7894 3.9031 -0.1 0.1 0.0
H 6.1523 -0.6340 4.6973 0.1 0.0 0.3
H 5.3264 2.1957 5.2239 0.2 -0.1 0.1
H 5.0669 0.8260 6.2554 -0.2 -0.2 0.4
H 2.3511 2.3158 5.9681 0.2 -0.1 0.2
H 0.3639 1.8734 4.7533 -0.3 0.1 -0.1
H -1.0564 3.1020 2.1439 0.6 0.3 -0.4
H -2.6721 4.5089 3.3294 0.1 0.7 -0.2
H -4.3052 3.5414 4.8940 0.3 -0.1 -0.2
H -4.0604 1.1734 5.5542 0.0 0.0 0.0
H -2.4548 -0.2496 4.4435 0.1 -0.7 0.0
H 1.0682 -1.5980 4.2505 1.3 0.8 0.4
H 0.4480 -3.6253 5.2340 0.7 -0.8 0.9
H -1.6757 -4.8128 4.5948 0.1 0.5 -0.1
H -3.2334 -3.6503 3.0307 0.4 0.2 0.1
H -2.6165 -1.4949 1.9950 0.6 -0.3 0.6
H 3.8035 1.6599 0.6509 0.4 -0.2 1.3
H 4.8875 3.5404 -0.3138 0.2 0.2 -0.3
H 5.6072 4.0793 -3.2825 -0.3 0.4 -0.3
H 4.3876 5.2754 -2.9078 -0.2 0.9 0.5
H 4.5704 3.8072 -5.3473 -0.4 -0.2 0.1
H 3.2682 4.8534 -4.9095 -0.2 0.0 0.0
H 2.2062 2.0708 -6.1824 -0.3 0.0 0.5
H 0.5740 0.5995 -5.1529 0.1 -0.1 0.2
H -1.9943 -0.2475 -5.0333 0.0 0.8 0.2
H -3.2657 1.4705 -6.3194 -0.1 -0.2 -0.5
H -3.5016 3.7014 -5.5490 0.0 0.3 0.3
H -2.5319 4.3492 -3.3115 -0.1 1.4 0.5
H -1.2638 2.7508 -1.9809 -0.2 -0.2 -0.2
H 1.6466 -1.6397 -3.8338 -0.3 -0.3 0.1
H 1.5315 -3.8788 -4.7850 -0.2 -0.5 0.0
H -0.7132 -5.0818 -4.9406 0.0 0.7 0.6
H -2.7006 -4.0191 -4.0497 -0.2 0.3 0.1
H -2.5673 -1.7291 -2.9809 0.1 0.0 -0.1
F -0.1762 1.8986 -0.2248 0.0 1.0 0.2
C 0.8550 -5.0402 0.6554 0.0 0.3 -0.2
N -0.2533 -4.1527 0.2337 -0.2 -0.4 -0.4
C -1.5132 -4.7858 -0.2141 0.7 0.8 -1.3
C -0.0206 -2.8812 0.2833 -0.1 -0.1 0.4
O -0.8373 -1.9507 -0.0320 -0.2 -0.4 -0.3
H 1.6926 -4.9520 -0.0637 -0.4 0.0 0.5
H 0.4510 -6.0426 0.5996 0.2 -0.2 0.3
H 1.1373 -4.7505 1.6826 0.1 -0.5 -0.5
H -2.1515 -3.9797 -0.5698 -0.2 -0.2 0.1
H -1.9550 -5.2887 0.6170 -0.3 -0.4 0.5
H -1.3486 -5.4697 -1.0837 0.1 0.5 0.9
H 0.9523 -2.6432 0.6911 0.2 0.3 0.0
C -6.0834 -0.4935 -0.8215 0.6 -0.2 0.8
N -4.8893 0.1509 -0.2423 -0.3 -0.8 0.0
C -4.7772 1.5295 0.1496 -0.3 0.6 -0.1
C -3.2685 1.7166 0.1585 0.6 -0.3 0.1
O -2.6305 2.7057 0.3249 -0.5 0.2 -0.2
N -2.6630 0.4154 -0.0254 -0.3 0.1 0.2
C -3.6970 -0.4329 -0.2664 -0.4 1.1 -0.2
N -3.5548 -1.6982 -0.5649 1.3 -0.9 -0.2
H -6.8684 0.2400 -0.9252 -0.1 0.1 0.0
H -6.4175 -1.3024 -0.1613 -0.1 0.2 -0.1
H -5.8189 -0.9040 -1.7908 -0.1 0.0 -0.3
H -5.1747 1.7300 1.1875 0.2 -0.1 -1.2
H -5.2540 2.1432 -0.6461 0.3 0.1 0.9
H -2.5849 -2.0563 -0.6446 -1.0 0.1 0.0
H -4.3521 -2.2136 -0.8844 0.0 -0.3 0.0
```
Positions in Å, forces in eV/Å.

## Properties
Energy above the lowest of the compared OMol25 structures with the same formula, charge and spin ... 0.0 kJ/mol
Charge ... +3
Lowest unoccupied orbital energy (alpha / beta) ... -7.10 / -9.32 eV
2S+1 ... 4
Kohn-Sham gap (alpha / beta) ... 7.8 / 5.6 eV
HOMO (alpha / beta) ... -14.9 / -14.9 eV



Formula: C19H33BN
Source: OMol25
Level of theory: ωB97M-V/def2-TZVPD

XYZ file:
```
54
Properties=species:S:1:pos:R:3:forces:R:3
C -4.9668 -4.6177 -2.8120 -0.2 0.1 0.8
C -3.9157 -5.4725 -2.9590 -0.2 0.1 -1.2
B -2.5100 -5.0888 -3.2357 0.2 -0.1 -1.4
C -1.9457 -3.5931 -3.2094 -0.1 -0.2 0.7
C -2.3449 -2.6969 -2.0506 0.3 0.6 -0.5
C -2.0063 -1.3343 -2.1128 -0.1 -0.2 0.1
C -2.2995 -0.4393 -1.0952 0.3 -0.2 -0.4
C -2.9588 -0.8592 0.0524 0.0 -0.6 -0.1
C -3.3017 0.0658 1.1869 0.4 -0.4 -0.2
C -3.3021 -2.2089 0.1094 0.0 0.3 0.2
C -2.9942 -3.1141 -0.9048 -0.2 0.1 0.4
H -5.2520 -4.2166 -1.8304 -0.9 -0.8 0.1
H -5.5781 -4.2480 -3.6383 0.7 0.9 -0.2
H -4.1006 -6.5397 -2.8278 0.3 -0.1 1.2
H -1.7700 -5.9778 -3.5378 0.1 -0.1 0.4
H -0.8572 -3.6679 -3.1767 0.1 0.0 -0.1
H -2.1680 -3.0498 -4.1300 -0.1 -0.1 -0.2
H -1.4825 -0.9777 -2.9906 0.0 0.0 -0.1
H -1.9768 0.5851 -1.2270 -0.1 0.2 0.1
H -2.4532 0.7066 1.4226 0.0 0.3 -0.1
H -4.1650 0.6700 0.9287 -0.1 0.2 0.2
H -3.4833 -0.5358 2.0711 -0.3 0.1 0.2
H -3.8305 -2.5389 0.9946 0.0 -0.2 0.0
H -3.2564 -4.1545 -0.7794 0.0 -0.1 0.0
C 3.2551 5.2378 0.3835 0.0 -0.1 0.0
C 2.9648 3.9342 -0.3586 0.0 0.2 0.1
C 1.6588 3.2651 0.0779 0.2 -0.1 -0.2
C 1.5931 2.7571 1.5064 -0.4 0.1 -0.2
N 2.5391 1.6249 1.8876 0.2 -0.2 0.4
C 1.7876 0.6461 2.7725 -0.2 0.1 -0.1
C 1.0645 -0.2472 1.7915 -0.1 -0.2 -0.2
C 2.1123 -0.4828 0.7001 -0.1 -0.1 -0.1
C 3.0216 0.7524 0.7397 0.0 -0.2 -0.1
C 3.6997 2.1830 2.6471 0.0 0.1 -0.2
H 3.3859 5.0815 1.4568 0.0 0.0 0.0
H 4.1712 5.6906 0.0072 0.0 0.0 0.0
H 2.4470 5.9564 0.2432 0.0 0.0 0.0
H 3.8190 3.2605 -0.2485 0.0 0.0 0.0
H 2.8887 4.1485 -1.4256 0.0 0.0 0.0
H 1.3889 2.4612 -0.6128 0.0 0.0 0.0
H 0.8546 3.9988 -0.0202 0.0 0.0 0.1
H 0.5843 2.3980 1.7014 0.0 -0.1 0.0
H 1.7781 3.5661 2.2113 0.1 -0.1 0.0
H 2.5287 0.0918 3.3467 0.0 0.0 0.0
H 1.1408 1.2026 3.4470 0.1 0.0 0.1
H 0.1795 0.2298 1.3663 0.0 0.1 0.1
H 0.7286 -1.1756 2.2477 0.0 0.0 0.1
H 1.6501 -0.6203 -0.2753 0.0 0.0 0.0
H 2.6969 -1.3784 0.9045 0.0 0.0 0.0
H 3.0198 1.3082 -0.1877 0.0 0.1 0.1
H 4.0486 0.4763 0.9641 0.0 0.1 0.0
H 3.3229 2.6953 3.5285 0.0 0.0 0.0
H 4.2379 2.8764 2.0055 0.0 0.0 0.0
H 4.3512 1.3658 2.9438 0.0 0.0 0.0
```
Positions in Å, forces in eV/Å.

## Properties
Charge ... +1
Lowest unoccupied orbital energy ... -3.22 eV
Kohn-Sham gap ... 6.3 eV
HOMO ... -9.5 eV



In order of appearance, DFT total energy = -104189.706 -22394.808 eV.